Here is a structure of composition C20H39O3P3Tc from the Open Molecules 2025 dataset. Energies are from ωB97M-V/def2-TZVPD.

The value obtained for the lowest unoccupied orbital energy (alpha / beta) is -0.4832 / -0.5541 Ha. Its frontier orbital gap (alpha / beta) is 7.019 / 5.086 eV. The calculation puts the HOMO energy (alpha / beta) at -20.169 / -20.163 eV.

```
! RIJCOSX wB97M-V def2-TZVPD def2/J DEFGRID3
* xyz 4 4
P 3.2624 -2.2731 -0.1679
C 3.1139 -2.0810 1.6496
H 3.9313 -2.6160 2.1538
H 2.1419 -2.4919 1.9524
H 3.1187 -1.0166 1.9263
C 4.7456 -3.3432 -0.3207
H 5.0901 -3.3378 -1.3631
H 4.4528 -4.3722 -0.0728
H 5.5372 -3.0009 0.3480
C 3.9201 -0.6024 -0.5384
H 5.0158 -0.5875 -0.4953
H 3.5067 0.1446 0.1504
H 3.5890 -0.3197 -1.5409
P -1.2698 4.4135 -0.6442
C -1.5110 5.3620 0.8803
H -1.7402 6.3962 0.6258
H -0.5928 5.3125 1.4777
H -2.3421 4.9226 1.4413
C -0.1830 5.4742 -1.6704
H -0.1703 5.1198 -2.7137
H 0.8319 5.4319 -1.2455
H -0.5608 6.4993 -1.6317
C -2.8735 4.6833 -1.4892
H -3.0911 5.7543 -1.4614
H -3.6422 4.1339 -0.9230
H -2.8338 4.3265 -2.5302
P -1.4081 -3.6130 0.2521
C -1.9869 -3.2150 1.9676
H -2.5361 -4.0660 2.3987
H -2.6111 -2.3068 1.9541
H -1.1054 -2.9892 2.5845
C -2.9261 -3.0115 -0.6270
H -3.8183 -3.5986 -0.3629
H -2.7472 -3.0860 -1.7086
H -3.0939 -1.9456 -0.3908
C -1.6475 -5.4561 0.2431
H -2.5561 -5.7437 0.7878
H -0.7712 -5.9098 0.7249
H -1.6846 -5.8460 -0.7833
Tc -0.3161 0.8839 -1.6611
C 0.9494 1.2632 -0.1661
O 1.6194 1.4387 0.7690
C -1.5707 0.5211 -0.1503
O -2.2184 0.3077 0.7966
C -1.5371 0.3826 -3.2848
C -0.9150 -0.7543 -2.7320
C 0.4769 -0.7697 -2.5381
C 1.2453 0.3557 -2.9001
C 0.6191 1.5069 -3.4054
C -0.7748 1.5253 -3.5899
H -2.6185 0.4253 -3.3797
H -1.5120 -1.5797 -2.3723
H 0.9318 -1.6085 -2.0362
H 2.3094 0.3416 -2.7493
H 1.1897 2.4040 -3.6212
H -1.2594 2.4316 -3.9380
C -0.3603 1.1453 3.3685
C 0.0655 -0.2481 3.0127
C 0.5209 -1.0791 4.1696
O 0.0544 -0.6821 1.8560
H -0.5610 1.2437 4.4360
H -1.2470 1.4088 2.7962
H 0.4323 1.8369 3.0801
H 0.6854 -2.1189 3.8606
H 1.4669 -0.6821 4.5718
H -0.2302 -1.0450 4.9700
*
```

Mulliken atomic charge list, values in e, 8 entries: 0.712, -0.741, 0.463, 0.075, 0.340, -1.246, 0.425, 0.413

Here is a structure of composition C20H39O3P3Tc from the Open Molecules 2025 dataset. Energies are from ωB97M-V/def2-TZVPD.

The value obtained for the lowest unoccupied orbital energy (alpha / beta) is -0.4634 / -0.5603 Ha. Its frontier orbital gap (alpha / beta) is 7.082 / 4.440 eV. The calculation puts the HOMO energy (alpha / beta) at -19.692 / -19.686 eV.

```
! RIJCOSX wB97M-V def2-TZVPD def2/J DEFGRID3
* xyz 4 4
P -2.6562 2.0421 -1.2461
C -4.1904 1.1026 -0.8400
H -5.1163 1.6938 -0.9154
H -4.0477 0.7734 0.1953
H -4.2691 0.2199 -1.4876
C -3.4313 3.7187 -1.2750
H -2.7403 4.3863 -1.8028
H -3.5227 4.0692 -0.2395
H -4.4205 3.7588 -1.7561
C -2.7295 1.7005 -3.0560
H -3.4211 2.3871 -3.5678
H -3.0583 0.6624 -3.1899
H -1.7173 1.8118 -3.4616
P 2.7472 -2.4270 -1.8200
C 1.8867 -4.0052 -1.5577
H 2.4091 -4.8303 -2.0686
H 0.8651 -3.9116 -1.9551
H 1.8243 -4.2130 -0.4790
C 2.9347 -2.2767 -3.6189
H 3.5552 -1.3975 -3.8386
H 1.9385 -2.1159 -4.0567
H 3.3884 -3.1783 -4.0551
C 4.4246 -2.6432 -1.1206
H 5.0021 -3.4095 -1.6644
H 4.3238 -2.9395 -0.0635
H 4.9600 -1.6808 -1.1581
P 0.1791 1.3108 3.1474
C -0.6142 0.2651 4.4127
H -0.6955 0.7668 5.3831
H -0.0070 -0.6443 4.4928
H -1.5926 -0.0388 4.0279
C 1.8211 1.5465 3.9318
H 1.6910 1.8248 4.9866
H 2.3750 2.3147 3.3785
H 2.3794 0.6045 3.8402
C -0.5673 2.9577 3.3655
H -0.4767 3.3257 4.3936
H -1.6160 2.8859 3.0516
H -0.0616 3.6303 2.6596
Tc 1.7132 -0.4033 -1.0661
C -0.0532 -0.8582 -1.5456
O -1.1350 -1.1747 -1.8766
C 1.6768 -1.1645 0.6917
O 1.6658 -1.6760 1.7480
C 3.6096 1.4817 -0.6065
C 2.4270 1.9099 -0.0184
C 1.2632 2.0305 -0.7804
C 1.3205 1.8099 -2.1665
C 2.5140 1.3655 -2.7567
C 3.6586 1.1564 -1.9677
H 4.4994 1.4203 0.0192
H 2.4102 2.1699 1.0397
H 0.3236 2.3256 -0.3216
H 0.4209 1.9670 -2.7578
H 2.5512 1.1564 -3.8241
H 4.5613 0.7380 -2.4190
C -2.3915 -3.3984 1.3060
C -2.7156 -1.9692 1.6333
C -4.0533 -1.7359 2.3038
O -1.9517 -1.0352 1.3585
H -3.1226 -4.0679 1.7689
H -1.3797 -3.6142 1.6564
H -2.3975 -3.5060 0.2166
H -3.9164 -0.9808 3.0925
H -4.7614 -1.3476 1.5497
H -4.4910 -2.6471 2.7502
*
```

Mulliken atomic charge list, values in e, 8 entries: 0.903, -0.927, 0.404, 0.130, 0.421, -1.354, 0.422, 0.444

Here is a structure of composition C20H40AlF3IO8S4 from the Open Molecules 2025 dataset. Energies are from ωB97M-V/def2-TZVPD.

The value obtained for the lowest unoccupied orbital energy is 0.0527 Ha. Its frontier orbital gap is 6.478 eV. The calculation puts the HOMO energy at -5.044 eV.

```
! RIJCOSX wB97M-V def2-TZVPD def2/J DEFGRID3
* xyz -1 1
C 4.0334 -1.7658 3.9442
C 3.8943 -3.3407 3.9238
C 2.6148 -3.7559 3.0759
I 2.8924 -5.8430 2.4101
Al 0.9626 -3.6234 4.3144
C -0.3869 -2.3263 3.4457
F 0.0166 -1.9973 2.1441
F -1.6999 -2.7606 3.3477
F -0.4365 -1.1229 4.1405
H 3.1953 -1.2724 3.4007
H 5.0232 -1.5017 3.5109
H 4.0199 -1.4165 5.0044
H 3.8358 -3.6974 4.9784
H 4.7649 -3.8214 3.4068
H 2.5015 -3.0847 2.1833
H 0.4140 -5.0977 4.5431
H 1.4766 -3.0279 5.6975
C 2.9337 -3.3057 -1.5200
C 2.7260 -1.9575 -2.2141
C 3.7160 -0.9619 -1.5966
S 5.1118 -1.9354 -1.0372
O 5.1780 -1.8580 0.4028
O 6.2602 -1.6568 -1.8737
C 4.4401 -3.5273 -1.4880
H 2.4212 -4.1153 -2.0414
H 2.5405 -3.2583 -0.5003
H 2.9300 -2.0624 -3.2848
H 1.7032 -1.6079 -2.1100
H 4.0571 -0.2283 -2.3224
H 3.2964 -0.4585 -0.7326
H 4.7494 -4.2791 -0.7626
H 4.8227 -3.7804 -2.4783
C 0.4607 3.7464 -2.4201
C 0.1935 3.7892 -0.9123
C 0.6323 2.4466 -0.3322
S 1.9286 1.8372 -1.4036
O 1.4536 0.6408 -2.0555
O 3.1893 1.8843 -0.6998
C 1.8686 3.1815 -2.5796
H 0.3707 4.7348 -2.8745
H -0.2611 3.0836 -2.9021
H 0.7779 4.5964 -0.4613
H -0.8568 3.9840 -0.6922
H 1.0217 2.5509 0.6790
H -0.1814 1.7212 -0.3442
H 2.0738 2.8084 -3.5819
H 2.6246 3.9131 -2.2897
C -4.9050 0.1551 -3.5597
C -5.1299 1.5108 -4.2353
C -4.1322 2.4989 -3.6241
S -2.7226 1.5258 -3.0975
O -2.6274 1.5873 -1.6582
O -1.5954 1.8201 -3.9514
C -3.3964 -0.0615 -3.5585
H -5.4241 -0.6489 -4.0821
H -5.2790 0.1874 -2.5324
H -4.9447 1.4172 -5.3088
H -6.1557 1.8598 -4.1098
H -3.8047 3.2422 -4.3489
H -4.5456 2.9938 -2.7454
H -3.0706 -0.8207 -2.8495
H -3.0318 -0.2996 -4.5587
C -3.5299 0.8192 1.4176
C -3.1290 0.2417 2.7786
C -2.3843 1.3418 3.5401
S -3.0231 2.8974 2.9235
O -1.9615 3.5934 2.2314
O -3.8118 3.5368 3.9533
C -4.1223 2.1921 1.7059
H -4.2429 0.1763 0.8993
H -2.6451 0.9211 0.7849
H -4.0281 -0.0466 3.3312
H -2.5108 -0.6495 2.6743
H -2.5598 1.2813 4.6123
H -1.3139 1.3135 3.3377
H -4.1652 2.8362 0.8285
H -5.1114 2.1078 2.1592
*
```

Mulliken atomic charge list, values in e, 8 entries: -0.976, -0.414, -0.129, -0.180, 0.020, 0.573, -0.207, -0.282

Here is a cluster of 10 separate species, C20H40Cl20 in total from the Open Molecules 2025 dataset. Energies are from ωB97M-V/def2-TZVPD.

The value obtained for the lowest unoccupied orbital energy is -0.0009 Ha. Its SMILES is ClCCCl.ClCCCl.ClCCCl.ClCCCl.ClCCCl.ClCCCl.ClCCCl.ClCCCl.ClCCCl.ClCCCl. Its frontier orbital gap is 10.595 eV. The calculation puts the HOMO energy at -10.619 eV.

```
! RIJCOSX wB97M-V def2-TZVPD def2/J DEFGRID3
* xyz 0 1
Cl -23.2908 14.7401 20.4412
C -23.1688 13.8477 18.7911
C -23.2937 14.9081 17.7045
Cl -25.0199 15.4008 17.7268
H -23.9218 13.0625 18.7230
H -22.1864 13.3894 18.6774
H -23.0707 14.4377 16.7468
H -22.5921 15.7335 17.8255
Cl -20.3558 20.4289 23.8828
C -20.8538 19.7753 22.3224
C -19.6391 19.5757 21.4834
Cl -20.0599 18.6251 19.9882
H -21.5344 20.4712 21.8320
H -21.4165 18.8611 22.5112
H -18.9101 19.0463 22.0969
H -19.1654 20.5053 21.1679
Cl -20.9202 8.4398 19.7548
C -20.7885 8.6575 21.5006
C -20.8763 7.3517 22.2826
Cl -22.3043 6.3086 21.7820
H -21.6284 9.3089 21.7423
H -19.8912 9.2127 21.7741
H -20.9652 7.6329 23.3320
H -19.9780 6.7514 22.1385
Cl -12.1646 16.0506 28.3654
C -13.1127 16.6041 27.0331
C -13.7361 17.9764 27.2154
Cl -14.8220 17.8821 28.5286
H -13.8916 15.8756 26.8081
H -12.3906 16.4930 26.2241
H -14.4013 18.1584 26.3713
H -13.0023 18.7199 27.5264
Cl -17.9263 14.0813 14.3701
C -16.8467 13.4923 15.7051
C -16.6625 11.9840 15.7276
Cl -15.6614 11.6384 17.1863
H -17.3314 13.8702 16.6053
H -15.8268 13.8329 15.5263
H -16.1736 11.6610 14.8085
H -17.5938 11.4194 15.6835
Cl -18.4139 13.2091 21.2543
C -18.5772 13.4939 23.0147
C -17.4630 12.8465 23.8277
Cl -15.9112 13.4734 23.5266
H -19.5853 13.2012 23.3083
H -18.5269 14.5537 23.2644
H -17.3830 11.7723 23.6614
H -17.6070 13.0281 24.8928
Cl -11.2389 8.4282 23.0913
C -12.0295 9.9322 22.7148
C -11.0414 11.0674 22.8357
Cl -10.3703 11.3836 24.4513
H -12.8777 10.1876 23.3501
H -12.4078 9.8357 21.6971
H -11.4529 12.0460 22.5884
H -10.2660 10.9614 22.0770
Cl -23.5228 11.0509 26.0481
C -23.0551 11.3819 27.7147
C -21.5491 11.4106 27.9836
Cl -20.5667 10.0835 27.2942
H -23.5559 10.6217 28.3143
H -23.5815 12.2238 28.1642
H -21.3293 11.4306 29.0510
H -21.0775 12.3570 27.7191
Cl -16.0275 6.8653 22.3317
C -15.8602 6.4872 24.0402
C -15.5712 4.9445 24.1875
Cl -16.8394 3.9671 23.4579
H -16.7813 6.8434 24.5016
H -15.0560 7.0628 24.4985
H -15.4792 4.7035 25.2466
H -14.6217 4.7036 23.7096
Cl -19.5607 16.6722 27.6699
C -19.8810 17.7656 29.0599
C -19.7750 17.1689 30.5027
Cl -20.9946 15.9438 30.7878
H -20.8850 18.1620 28.9078
H -19.1763 18.5784 28.8844
H -19.8320 17.9328 31.2782
H -18.8237 16.6406 30.5651
*
```

Mulliken atomic charge list, values in e, 8 entries: -0.203, -0.478, -0.378, -0.176, 0.358, 0.287, 0.287, 0.303

Here is a cluster of 4 separate species, C20H40ClNO12P in total from the Open Molecules 2025 dataset. Energies are from ωB97M-V/def2-TZVPD.

The value obtained for the lowest unoccupied orbital energy is 0.0664 Ha. Its frontier orbital gap is 5.177 eV. The calculation puts the HOMO energy at -3.370 eV.

```
! RIJCOSX wB97M-V def2-TZVPD def2/J DEFGRID3
* xyz -1 1
C -2.2246 -3.7925 2.3762
O -2.0900 -2.7211 1.5025
C -3.0540 -1.6750 1.6296
P -2.2680 0.0803 1.9761
O -1.1865 -0.6656 3.1528
C -3.5024 0.9219 0.7497
C -4.3911 2.0552 1.2730
C -5.4775 1.6012 2.2522
Cl -5.3138 2.2631 3.9196
C -1.3720 1.7791 2.2421
C 0.1475 1.6624 2.2818
O 0.6826 1.6280 3.6223
C 0.9182 2.7427 1.4985
N 2.1858 2.2441 0.9240
H -2.9187 -4.5598 1.9936
H -1.2447 -4.2560 2.5178
H -2.5912 -3.4706 3.3596
H -3.6348 -1.6698 0.6980
H -3.7510 -1.9036 2.4555
H -1.3112 -0.2006 0.9209
H -3.2139 0.3125 3.0799
H -1.7519 -1.0148 3.8522
H -4.1690 0.1831 0.2890
H -2.8923 1.3244 -0.0694
H -4.9154 2.4907 0.4135
H -3.8167 2.8711 1.7132
H -5.4810 0.5191 2.3619
H -6.4682 1.9266 1.9397
H -1.6373 2.4113 1.3895
H -1.7512 2.2794 3.1457
H 0.4240 0.6974 1.8392
H -0.0367 1.8999 4.2023
H 0.3121 3.1288 0.6794
H 1.1475 3.5562 2.1919
H 2.5825 1.6248 1.6260
H 1.9069 1.6264 0.1689
C 2.6930 -2.8975 -3.2855
C 2.6184 -1.6911 -2.3921
C 2.5075 -1.9648 -0.9067
O 1.8506 -0.7881 -0.4357
C 1.1046 -0.2913 -1.4520
O 0.3065 0.5785 -1.3525
O 1.4145 -0.9357 -2.6132
H 2.5701 -2.6084 -4.3292
H 3.6682 -3.3693 -3.1710
H 1.9278 -3.6310 -3.0328
H 3.4608 -1.0155 -2.5808
H 3.4576 -2.0780 -0.3908
H 1.8691 -2.8292 -0.7072
C 7.4412 -3.7320 0.9201
C 7.0282 -4.7704 -0.0861
C 7.4808 -4.5551 -1.5173
O 6.4461 -5.2056 -2.2646
C 5.3142 -5.1769 -1.5163
O 4.2305 -5.4535 -1.9107
O 5.5974 -4.7698 -0.2586
H 6.8918 -3.8707 1.8498
H 8.5067 -3.8256 1.1318
H 7.2398 -2.7266 0.5496
H 7.3102 -5.7752 0.2441
H 8.4406 -5.0001 -1.7637
H 7.4807 -3.4927 -1.7754
C -3.7813 5.4157 -4.4701
C -3.4896 4.5983 -3.2408
C -4.4846 4.7019 -2.1020
O -3.6688 4.4217 -0.9688
C -2.3964 4.7933 -1.2619
O -1.5105 4.8776 -0.4848
O -2.2954 5.0677 -2.5932
H -2.9115 5.4314 -5.1254
H -4.6170 4.9776 -5.0170
H -4.0313 6.4436 -4.2039
H -3.3306 3.5459 -3.4956
H -5.2987 3.9829 -2.1452
H -4.8831 5.7175 -2.0132
*
```

Mulliken atomic charge list, values in e, 8 entries: -0.721, -0.241, -1.097, 2.215, -0.707, -1.506, -0.031, -0.577

Here is a cluster of 5 separate species, C20H40FNO16S in total from the Open Molecules 2025 dataset. Energies are from ωB97M-V/def2-TZVPD.

The value obtained for the lowest unoccupied orbital energy is -0.0030 Ha. Its frontier orbital gap is 9.516 eV. The calculation puts the HOMO energy at -9.596 eV.

```
! RIJCOSX wB97M-V def2-TZVPD def2/J DEFGRID3
* xyz 0 1
C -0.9561 -3.5524 -2.5397
N -0.6874 -4.9979 -2.7894
C 0.1243 -5.2199 -4.0251
C -1.9131 -5.8063 -2.7747
O -2.3119 -6.1894 -1.6407
C -2.7371 -6.2740 -4.0609
O -4.1762 -6.1800 -3.9260
S -4.6546 -4.7111 -3.2598
O -5.9927 -5.0180 -2.6229
O -4.9544 -3.5522 -4.4749
F -3.8335 -3.5241 -5.2764
H -1.8514 -3.1504 -3.1484
H -1.1280 -3.4307 -1.4075
H -0.0647 -2.8863 -2.7986
H 1.2303 -5.1008 -3.7245
H -0.0474 -6.2834 -4.4049
H -0.0573 -4.4569 -4.8534
H -2.4078 -5.7673 -5.0386
H -2.4982 -7.3913 -4.2114
C 3.5301 0.6471 -2.4051
C 3.6137 -0.7726 -1.8774
O 3.2848 -1.7201 -2.9005
C 4.2599 -1.9774 -3.7869
O 5.3655 -1.4963 -3.7869
O 3.7791 -2.8455 -4.6919
C 4.6880 -3.1386 -5.7524
H 2.5543 0.8301 -2.8619
H 3.6873 1.3685 -1.6006
H 4.2815 0.8254 -3.1777
H 2.8808 -0.9066 -1.0786
H 4.5976 -0.9873 -1.4511
H 5.6583 -3.4585 -5.3676
H 4.7996 -2.2648 -6.3980
H 4.2645 -3.9532 -6.3403
C -2.0074 2.7065 0.1095
C -2.0013 1.3269 0.7403
O -3.1869 0.5997 0.3951
C -3.1944 0.0550 -0.8305
O -2.3022 0.1168 -1.6418
O -4.3792 -0.5508 -1.0097
C -4.5539 -1.0976 -2.3150
H -2.9266 3.2408 0.3619
H -1.1510 3.2914 0.4513
H -1.9667 2.6428 -0.9806
H -1.9987 1.4254 1.8281
H -1.1057 0.7621 0.4665
H -3.7225 -1.7519 -2.5862
H -4.6625 -0.2914 -3.0439
H -5.4704 -1.6882 -2.3127
C 0.7018 8.0581 4.2979
C 0.7588 6.6335 4.8157
O 0.4099 5.6996 3.7868
C 1.3780 5.4301 2.8974
O 2.4931 5.8912 2.8996
O 0.8811 4.5775 1.9880
C 1.7838 4.2754 0.9251
H -0.2710 8.2629 3.8443
H 0.8743 8.7707 5.1069
H 1.4552 8.2271 3.5252
H 0.0250 6.5080 5.6150
H 1.7393 6.3969 5.2388
H 2.7489 3.9354 1.3062
H 1.9102 5.1519 0.2859
H 1.3464 3.4728 0.3305
C -0.9159 -1.2748 5.4711
C -1.2485 -0.0286 6.2694
O -0.0565 0.6650 6.6576
C 0.5148 1.4128 5.7011
O 0.1110 1.5531 4.5726
O 1.6315 1.9581 6.2106
C 2.3882 2.7106 5.2642
H -0.2117 -1.9055 6.0195
H -1.8189 -1.8509 5.2593
H -0.4410 -1.0194 4.5211
H -1.7596 -0.3139 7.1916
H -1.9222 0.6347 5.7198
H 1.7687 3.4578 4.7641
H 2.8437 2.0376 4.5343
H 3.1831 3.2269 5.8027
*
```

Mulliken atomic charge list, values in e, 8 entries: -0.708, 0.101, -0.854, 0.263, -0.548, -0.254, -0.307, 0.814